# 1
C4H7NO | ωB97M-V/def2-TZVPD

## Properties
**Strongest force on any atom**: 3.0 eV/A
**Structure (SMILES)**: C=N/C(C)=C\O
**HOMO level**: -8.32 eV
**Energy**: -286.467740 Ha

Structure (ORCA input):
```
! RIJCOSX wB97M-V def2-TZVPD def2/J DEFGRID3
* xyz 0 1
C 1.09334 -0.04033 -1.55223
N 0.02146 -0.47004 -1.01479
C -0.29272 -0.06080 0.28388
C -0.03844 -1.09170 1.35215
C -1.19541 0.98094 0.47770
O -1.43687 1.84751 -0.54116
H 1.31752 -0.32280 -2.58350
H 1.83909 0.56835 -1.02147
H 1.01458 -1.38345 1.37029
H -0.32120 -0.69366 2.32818
H -0.63402 -1.98536 1.15084
H -0.18098 1.21250 1.14287
H -1.18635 1.43883 -1.39275
*
```

# 2
C4H7NO | ωB97M-V/def2-TZVPD

## Properties
**Strongest force on any atom**: 1.6 eV/A
**Structure (SMILES)**: C[C@@H]1C=CON1
**HOMO level**: -8.79 eV
**Energy**: -286.517965 Ha

Structure (ORCA input):
```
! RIJCOSX wB97M-V def2-TZVPD def2/J DEFGRID3
* xyz 0 1
C -1.01942 -0.52141 1.14232
C -0.28653 -0.55373 -0.20060
C 1.17214 -0.19679 -0.11080
C 1.31746 1.08896 -0.39311
O 0.19201 1.67985 -0.88716
N -0.79389 0.50678 -1.09865
H -0.96166 0.48514 1.56551
H -0.56398 -1.22225 1.84999
H -2.07744 -0.78400 1.02634
H -0.40922 -1.54658 -0.65794
H 1.95846 -0.86392 0.18070
H 2.21126 1.68600 -0.22303
H -0.56006 0.17059 -2.04469
*
```

# 3
C4H7NO | ωB97M-V/def2-TZVPD

## Properties
**Strongest force on any atom**: 3.3 eV/A
**Structure (SMILES)**: C=C=N.CC=O
**HOMO level**: -8.64 eV
**Energy**: -286.515143 Ha

Structure (ORCA input):
```
! RIJCOSX wB97M-V def2-TZVPD def2/J DEFGRID3
* xyz 0 1
C 2.83779 -0.94440 -0.00594
C 2.28566 0.19142 -0.16564
N 1.81112 1.29670 -0.05622
H 3.86162 -1.16110 0.29191
H 2.07951 -1.71888 -0.09208
H 1.58379 2.01117 -0.78329
C -1.44213 0.34957 0.59418
C -1.05348 0.15181 -0.80307
O -0.25649 0.78821 -1.45941
H -2.45079 0.70614 0.52060
H -0.63326 0.89068 1.14031
H -1.54414 -0.65632 1.03576
H -1.53488 -0.80410 -1.33019
*
```

# 4
C4H7NO | ωB97M-V/def2-TZVPD

## Properties
**Strongest force on any atom**: 0.7 eV/A
**HOMO level**: -7.90 eV
**Energy**: -286.425100 Ha

Structure (ORCA input):
```
! RIJCOSX wB97M-V def2-TZVPD def2/J DEFGRID3
* xyz 0 1
C -1.73388 -0.46719 0.26889
C -0.56448 0.38878 -0.00338
C -0.17675 1.59090 -0.04817
C 0.95041 -0.34009 -0.39089
O 1.60218 1.05057 -0.48088
N 1.52496 -1.06093 0.53769
H 2.17906 1.04543 0.30414
H 1.57834 -2.04123 0.27899
H -0.12341 2.65802 -0.05220
H 0.81918 -0.68946 -1.42237
H -2.59811 0.08589 0.63508
H -2.02006 -1.00663 -0.63884
H -1.43744 -1.21405 1.01193
*
```

# 5
C4H7NO | ωB97M-V/def2-TZVPD

## Properties
**Strongest force on any atom**: 1.4 eV/A
**HOMO level**: -9.67 eV
**Energy**: -286.575003 Ha

Structure (ORCA input):
```
! RIJCOSX wB97M-V def2-TZVPD def2/J DEFGRID3
* xyz 0 1
C -1.83066 0.26161 -0.08348
N -0.45011 0.12939 0.32173
C 0.26058 -0.75194 -0.24263
C 1.65471 -1.06437 0.20296
C 1.04978 2.33779 0.27896
O 0.19572 3.06681 0.09098
H -2.46697 0.03615 0.78138
H -2.01846 1.30261 -0.36960
H -2.10519 -0.40677 -0.91562
H -0.15141 -1.41700 -1.01922
H 1.63682 -2.03794 0.70948
H 2.02463 -0.30582 0.89380
H 2.34902 -1.15459 -0.63731
*
```

# 6
C4H7NO | ωB97M-V/def2-TZVPD

## Properties
**Strongest force on any atom**: 0.4 eV/A
**Structure (SMILES)**: CC(=O)[C@H]1CN1
**HOMO level**: -9.62 eV
**Energy**: -286.565453 Ha

Structure (ORCA input):
```
! RIJCOSX wB97M-V def2-TZVPD def2/J DEFGRID3
* xyz 0 1
C -0.22633 0.20328 1.96224
C 0.33943 0.45832 0.58756
O 1.45397 0.91434 0.43042
C -0.48946 0.00112 -0.58513
C 0.14854 0.06153 -1.91549
N -0.02318 -1.22356 -1.25451
H 0.49774 0.52745 2.71083
H -0.41125 -0.87245 2.06666
H -1.18249 0.71476 2.11584
H -1.56993 0.06483 -0.47623
H 1.13186 0.52125 -1.94057
H -0.45552 0.18488 -2.80665
H 0.84799 -1.54476 -0.83947
*
```

# 7
C4H7NO | ωB97M-V/def2-TZVPD

## Properties
**Strongest force on any atom**: 0.5 eV/A
**HOMO level**: -8.84 eV
**Energy**: -286.392990 Ha

Structure (ORCA input):
```
! RIJCOSX wB97M-V def2-TZVPD def2/J DEFGRID3
* xyz 0 1
O 1.89094 0.70010 0.24995
C 0.80687 0.27624 -0.52393
C 0.12950 -1.04859 -0.26256
C -1.18564 -0.55527 -0.28971
N -1.36379 0.56299 0.58450
C -0.52327 1.05827 -0.33742
H 1.70086 0.47542 1.17149
H 1.12661 0.35218 -1.56633
H 0.11668 -0.77128 1.42075
H 0.48041 -1.99292 -0.66265
H -2.08899 -1.01193 -0.67877
H -0.41276 -0.09764 1.66488
H -0.67742 2.05242 -0.77019
*
```

# 8
C4H7NO | ωB97M-V/def2-TZVPD

## Properties
**Strongest force on any atom**: 0.5 eV/A
**Structure (SMILES)**: CC(=O)[C@H]1CN1
**HOMO level**: -9.73 eV
**Energy**: -286.565983 Ha

Structure (ORCA input):
```
! RIJCOSX wB97M-V def2-TZVPD def2/J DEFGRID3
* xyz 0 1
C -0.18924 -1.89092 0.64076
C 0.39970 -0.60967 0.10215
O 1.50910 -0.58301 -0.39586
C -0.46433 0.61731 0.08380
C 0.25530 1.88857 -0.19257
N -0.50755 1.26047 -1.23782
H -0.06449 -2.63774 -0.15096
H -1.23840 -1.79169 0.91636
H 0.43022 -2.21516 1.48145
H -1.39645 0.57435 0.64520
H 1.33921 1.76540 -0.19497
H -0.14304 2.83423 0.16845
H 0.09662 0.75002 -1.88234
*
```

# 9
C4H7NO2 | ωB97M-V/def2-TZVPD

## Properties
**Strongest force on any atom**: 7.3 eV/A
**HOMO level**: -10.13 eV
**Energy**: -361.640945 Ha

Structure (ORCA input):
```
! RIJCOSX wB97M-V def2-TZVPD def2/J DEFGRID3
* xyz 0 1
C 2.64730 1.22189 -0.30191
C 2.90205 0.01499 -0.42942
C 0.28808 -0.95459 0.14464
C -1.56226 0.48910 0.08025
N -0.20381 0.21939 -0.03826
O -0.28243 -2.12712 0.48254
O -2.59786 -0.53603 -0.03175
H 3.25586 2.16165 -0.51504
H 1.65978 1.30783 0.04566
H 1.23298 -0.93720 0.19938
H -1.91776 1.32435 -0.45504
H -1.73428 0.75999 1.18659
H -1.20895 -2.00619 0.57647
H -2.47870 -0.93806 -0.94410
*
```

# 10
C4H7NO2 | ωB97M-V/def2-TZVPD

## Properties
**Strongest force on any atom**: 0.7 eV/A
**Structure (SMILES)**: C[C@H]1CNC(=O)O1
**HOMO level**: -10.24 eV
**Energy**: -361.860967 Ha

Structure (ORCA input):
```
! RIJCOSX wB97M-V def2-TZVPD def2/J DEFGRID3
* xyz 0 1
C -1.68501 -0.89064 -0.09162
C -0.30096 -0.33586 -0.27430
C -0.00300 1.10377 0.14085
N 1.45033 1.02968 0.09809
C 1.82774 -0.32301 0.11808
O 2.91195 -0.77552 -0.11174
O 0.71811 -1.08244 0.39432
H -2.08252 -0.73204 0.91424
H -1.68613 -1.96178 -0.31091
H -2.33838 -0.39121 -0.81425
H 0.00117 -0.39464 -1.33077
H -0.40132 1.37542 1.12738
H -0.39911 1.79562 -0.61011
H 1.98713 1.58266 0.75073
*
```

# 11
C4H7NO2 | ωB97M-V/def2-TZVPD

## Properties
**Strongest force on any atom**: 0.5 eV/A
**HOMO level**: -9.09 eV
**Energy**: -361.677585 Ha

Structure (ORCA input):
```
! RIJCOSX wB97M-V def2-TZVPD def2/J DEFGRID3
* xyz 0 1
O 1.80191 1.49797 -0.64710
C 0.51257 1.64731 -0.80167
C -0.08721 -1.15276 -0.53079
N -0.98987 -1.76552 0.41532
C -1.01986 -0.31316 0.29905
C -0.47828 0.46061 1.46958
O 0.31305 -0.03505 2.24353
H 2.29010 1.14464 -1.41463
H 0.24261 1.36586 -1.85492
H 0.97694 -1.13670 -0.29149
H -0.32176 -1.33354 -1.58113
H -0.46841 -1.97783 1.26643
H -1.90621 0.11242 -0.17022
H -0.86558 1.48575 1.59804
*
```

# 12
C4H7NO2 | ωB97M-V/def2-TZVPD

## Properties
**Strongest force on any atom**: 3.6 eV/A
**Structure (SMILES)**: NC(=O)C[C@H]1CO1
**HOMO level**: -9.80 eV
**Energy**: -361.732228 Ha

Structure (ORCA input):
```
! RIJCOSX wB97M-V def2-TZVPD def2/J DEFGRID3
* xyz 0 1
N 0.02077 -2.12505 1.43272
C 0.23048 -1.33103 0.34727
O 1.11783 -1.48894 -0.48768
C -0.56851 -0.13490 0.04013
C 0.41198 1.03929 -0.21116
C 0.16223 2.13120 -1.14359
O -0.04287 2.31766 0.24589
H 0.23521 -3.09721 1.28443
H -0.77777 -1.94449 2.02026
H -1.54377 0.24556 0.31575
H -0.95750 -1.19570 -0.58503
H 1.45582 0.83571 0.06581
H -0.74732 2.08511 -1.73862
H 1.00342 2.66279 -1.58617
*
```

# 13
C4H7NO2 | ωB97M-V/def2-TZVPD

## Properties
**Strongest force on any atom**: 0.6 eV/A
**Structure (SMILES)**: C/C(=N\O)[C@H]1CO1
**HOMO level**: -9.78 eV
**Energy**: -361.749578 Ha

Structure (ORCA input):
```
! RIJCOSX wB97M-V def2-TZVPD def2/J DEFGRID3
* xyz 0 1
C 0.02461 1.64969 -0.35327
C 0.14631 0.29176 0.27319
N -0.16114 0.01929 1.48158
O -0.60263 1.14760 2.15887
C 0.67602 -0.85752 -0.52990
C -0.17021 -2.01252 -0.81909
O 0.09144 -1.02808 -1.81185
H 0.73800 2.34924 0.09697
H 0.19293 1.59392 -1.43033
H -0.97429 2.05523 -0.16602
H -0.81588 0.79590 3.03246
H 1.75945 -0.99748 -0.50849
H 0.28187 -2.98775 -0.99457
H -1.18647 -2.01930 -0.42956
*
```

# 14
C4H7NO2 | ωB97M-V/def2-TZVPD

## Properties
**Strongest force on any atom**: 0.4 eV/A
**Structure (SMILES)**: CC1=C(CO)N1O
**HOMO level**: -8.79 eV
**Energy**: -361.696047 Ha

Structure (ORCA input):
```
! RIJCOSX wB97M-V def2-TZVPD def2/J DEFGRID3
* xyz 0 1
C -1.67248 -1.34831 -0.27745
C -0.65120 -0.41942 0.23190
C 0.49126 0.14943 0.38076
C 1.93269 0.39443 0.14438
O 2.45849 -0.46646 -0.84001
N -0.62820 0.76092 1.09165
O -1.09573 1.88638 0.25942
H -2.41666 -0.78843 -0.85295
H -1.22376 -2.10951 -0.92044
H -2.18639 -1.83920 0.55545
H 2.06998 1.45670 -0.10766
H 2.49822 0.20196 1.06198
H 1.95091 -0.32246 -1.64894
H -1.52714 2.44398 0.92190
*
```

# 15
C4H7NO2 | ωB97M-V/def2-TZVPD

## Properties
**Strongest force on any atom**: 1.0 eV/A
**Structure (SMILES)**: C=C=N.COC=O
**HOMO level**: -9.53 eV
**Energy**: -361.785483 Ha

Structure (ORCA input):
```
! RIJCOSX wB97M-V def2-TZVPD def2/J DEFGRID3
* xyz 0 1
C -0.81971 -2.24203 0.92722
C -0.27401 -2.24447 -0.24420
N 0.30660 -2.08231 -1.29821
H -0.32447 -2.70047 1.76411
H -1.77465 -1.78821 1.11306
H 0.25483 -2.76810 -2.03950
C 0.78347 1.56645 -0.94435
O 0.12096 2.46203 -0.07493
C -0.27226 2.04634 1.11932
O -0.79953 2.75067 1.92168
H 0.72457 0.53602 -0.58260
H 1.82998 1.86550 -1.03104
H 0.31015 1.63451 -1.92405
H -0.06594 0.96406 1.29350
*
```

# 16
C4H7NO2 | ωB97M-V/def2-TZVPD

## Properties
**Strongest force on any atom**: 4.3 eV/A
**Structure (SMILES)**: O/N=C1/CC[C@H]1O
**HOMO level**: -8.33 eV
**Energy**: -361.665550 Ha

Structure (ORCA input):
```
! RIJCOSX wB97M-V def2-TZVPD def2/J DEFGRID3
* xyz 0 1
O 1.81754 1.51265 0.22501
N 1.69319 0.40698 -0.70531
C 0.58069 -0.13516 -0.36723
C -0.21583 -1.40763 -0.64303
C -1.36620 -0.85163 0.24704
C -0.58658 0.49164 0.25836
O -0.68325 1.35045 1.31034
H 2.66245 1.93691 0.00196
H 0.34085 -2.23786 -0.20108
H -0.49454 -1.66825 -1.66275
H -1.38257 -1.34300 1.24494
H -2.38643 -0.89137 -0.14842
H -0.14930 1.02633 -0.88346
H 0.16998 1.80994 1.32361
*
```

# 17
C4H7NO2 | ωB97M-V/def2-TZVPD

## Properties
**Strongest force on any atom**: 0.4 eV/A
**HOMO level**: -9.95 eV
**Energy**: -361.654209 Ha

Structure (ORCA input):
```
! RIJCOSX wB97M-V def2-TZVPD def2/J DEFGRID3
* xyz 0 1
C 1.35920 -1.32354 0.14194
C 0.33810 -0.22241 0.02651
C 0.62026 1.07432 -0.61026
O -0.16347 0.08953 -1.26096
C -0.69925 -0.22194 1.07794
O -0.68276 -0.64400 2.31287
N -1.87942 0.11968 1.33712
H 2.12682 -1.19728 -0.62554
H 1.83134 -1.30397 1.12877
H 0.88350 -2.29919 0.00476
H 0.07992 1.96419 -0.28969
H 1.61484 1.23409 -1.02532
H -2.47528 1.08418 -1.06230
H -2.95380 1.64636 -1.15585
*
```

# 18
C4H7NO2 | ωB97M-V/def2-TZVPD

## Properties
**Strongest force on any atom**: 0.4 eV/A
**HOMO level**: -8.17 eV
**Energy**: -361.654131 Ha

Structure (ORCA input):
```
! RIJCOSX wB97M-V def2-TZVPD def2/J DEFGRID3
* xyz 0 1
C -1.55260 -0.58777 0.11513
C -0.03804 -1.02994 -0.92504
C -0.27570 0.88589 0.06684
N 1.14675 0.84698 0.23229
C 1.88178 -0.30786 0.18017
O 3.03228 -0.44386 0.47294
O 1.06345 -1.34689 -0.20859
H -1.39384 -1.42030 0.79517
H -2.19926 -0.88149 -0.70347
H -2.13404 0.16477 0.67714
H 0.17421 -0.24067 -1.65700
H -0.69536 1.35855 0.95500
H -0.58287 1.44947 -0.81372
H 1.57323 1.55310 0.81314
*
```

# 19
C4H7NO2 | ωB97M-V/def2-TZVPD

## Properties
**Strongest force on any atom**: 0.9 eV/A
**HOMO level (alpha / beta)**: -8.27 / -8.27 eV
**Energy**: -361.730976 Ha

Structure (ORCA input):
```
! RIJCOSX wB97M-V def2-TZVPD def2/J DEFGRID3
* xyz 0 1
N 0.63769 1.15071 0.59496
C 0.49794 -0.09289 1.43140
O 0.31573 0.03809 2.61414
C 0.28288 -1.25275 0.52260
C -0.94885 -0.60213 -0.45226
C -0.39322 0.67616 -0.92767
O -1.22838 -1.00887 -1.66976
H 0.35402 1.95427 1.14890
H 1.57376 1.31304 0.22662
H 0.13742 -2.18695 1.09577
H 1.12004 -1.39544 -0.18014
H -1.80331 -0.49151 0.24711
H 0.42541 0.56944 -1.63122
H -1.04012 1.55012 -1.11900
*
```

# 20
C4H7NO2 | ωB97M-V/def2-TZVPD

## Properties
**Strongest force on any atom**: 3.1 eV/A
**Structure (SMILES)**: C/C=N\C(=O)OC
**HOMO level**: -10.11 eV
**Energy**: -361.832315 Ha

Structure (ORCA input):
```
! RIJCOSX wB97M-V def2-TZVPD def2/J DEFGRID3
* xyz 0 1
C -0.95644 -1.61500 -0.53714
C -0.23664 -1.65050 0.77950
N 0.80771 -0.97071 1.15160
C 1.09216 0.11682 0.39309
O 1.89750 0.16779 -0.51895
O 0.19664 1.11714 0.71951
C 0.29997 2.29648 -0.07564
H -1.03629 -2.63749 -0.91689
H -0.45680 -0.99888 -1.28556
H -1.96844 -1.23620 -0.37040
H -0.58818 -2.42576 1.48109
H -0.16852 3.11977 0.46978
H 1.34191 2.57198 -0.26587
H -0.22457 2.14456 -1.02412
*
```